1.
{"formula": "C21H65F3N13O13", "method": "ωB97M-V/def2-TZVPD", "total_charge": -1, "spin_multiplicity": 1, "gap_ha": 0.3257, "elements": ["C", "O", "O", "C", "F", "F", "F", "C", "C", "H", "H", "H", "H", "H", "H", "C", "O", "N", "N", "H", "H", "H", "H", "C", "O", "N", "N", "H", "H", "H", "H", "C", "O", "N", "N", "H", "H", "H", "H", "C", "O", "N", "N", "H", "H", "H", "H", "C", "O", "N", "N", "H", "H", "H", "H", "C", "C", "C", "O", "C", "N", "H", "H", "H", "H", "H", "H", "H", "H", "H", "H", "H", "C", "C", "C", "O", "C", "N", "H", "H", "H", "H", "H", "H", "H", "H", "H", "H", "H", "C", "C", "C", "O", "C", "N", "H", "H", "H", "H", "H", "H", "H", "H", "H", "H", "H", "O", "H", "H", "O", "H", "H", "O", "H", "H"], "positions_angstrom": [[-1.05102, -2.65573, 0.20167], [-0.20575, -1.65539, 0.70371], [-1.35230, -3.33795, 1.39631], [-2.17325, -2.17996, -0.89482], [-1.65712, -1.78802, -2.07951], [-3.13362, -3.13608, -1.03710], [-2.90901, -1.13406, -0.38835], [0.60449, -0.89391, -0.23127], [0.56497, 0.61417, -0.09411], [-0.44439, 1.02538, -0.07928], [0.94659, 0.93702, 0.87450], [1.09588, 1.10599, -0.90919], [0.58840, -1.17984, -1.28298], [1.61977, -1.22399, -0.01138], [-0.44639, -3.27899, -0.45718], [-6.97721, -3.07904, 1.75328], [-8.16779, -3.45301, 1.81571], [-6.11397, -3.77620, 1.02185], [-6.48233, -2.12397, 2.36226], [-6.50693, -4.63952, 0.67491], [-5.12264, -3.58427, 0.99892], [-5.62922, -1.67915, 2.05496], [-6.80204, -1.78488, 3.25831], [2.56302, 2.25478, -3.16970], [2.23632, 2.74160, -4.23350], [3.04077, 2.97201, -2.17527], [2.59345, 0.93410, -2.92298], [3.26744, 2.38167, -1.38773], [3.19579, 3.96404, -2.28450], [2.02363, 0.41254, -3.57367], [2.78815, 0.61499, -1.98470], [0.96934, -4.44779, 4.24664], [1.92161, -4.83859, 4.94216], [1.07509, -4.42414, 2.94921], [-0.09339, -3.89337, 4.70461], [0.30410, -4.15562, 2.35460], [1.97821, -4.62014, 2.54172], [-0.82910, -3.58639, 4.08445], [0.07729, -3.70084, 5.68129], [-2.67402, 0.00869, 3.03367], [-2.96575, 0.91756, 3.75250], [-1.92926, 0.20723, 1.96351], [-2.94568, -1.24092, 3.11366], [-1.52073, -0.50284, 1.37275], [-1.91501, 1.17991, 1.69187], [-2.54977, -1.89207, 2.45083], [-3.37552, -1.65118, 3.93039], [4.39029, 0.53975, 0.93774], [3.94360, 0.57333, -0.21985], [5.54427, 1.07984, 1.20061], [3.79642, 0.07068, 2.02690], [6.04092, 1.33117, 0.35784], [5.95356, 1.14697, 2.12152], [4.25014, -0.05324, 2.92071], [2.86903, -0.32372, 1.95991], [6.65941, -3.83768, -1.61685], [5.36844, -3.01902, -1.65484], [4.31588, -3.36947, -0.56794], [3.83937, -4.63998, -0.76642], [2.51963, -4.94638, -0.51348], [5.75711, -1.61350, -1.56381], [7.44402, -3.47892, -2.28300], [6.51873, -4.91857, -1.61946], [7.03049, -3.69180, -0.60239], [4.87505, -3.18682, -2.61219], [3.52445, -2.62070, -0.53514], [4.85843, -3.33879, 0.37694], [1.93236, -4.58381, -1.35714], [2.27166, -4.44811, 0.42371], [2.18337, -5.98193, -0.46170], [6.16984, -1.46976, -0.65326], [4.96136, -1.03773, -1.32851], [-5.09267, 1.95055, -1.27926], [-3.57304, 2.12841, -1.46790], [-2.90495, 1.41858, -2.71531], [-3.56366, 1.85401, -3.83325], [-3.60185, 0.97254, -5.01697], [-3.33414, 3.53910, -1.48178], [-5.53765, 0.97239, -1.09677], [-5.59797, 2.16175, -2.22170], [-5.44599, 2.64099, -0.51340], [-3.10510, 1.51846, -0.69518], [-3.14868, 0.35723, -2.66770], [-1.81804, 1.48104, -2.66199], [-3.72656, 1.45753, -5.98514], [-4.48755, 0.36644, -4.82650], [-2.67438, 0.43042, -5.20141], [-4.26277, 3.89677, -1.65448], [-2.99781, 3.83123, -2.38822], [-0.78481, 8.55330, -1.43388], [-0.05235, 8.19958, -0.10780], [1.09620, 7.19973, -0.22715], [0.55695, 5.97019, -0.69070], [1.25914, 4.80722, -0.13434], [0.35733, 9.45346, 0.43025], [-0.78304, 7.66308, -2.06285], [-0.34893, 9.36809, -2.01201], [-1.79390, 8.92767, -1.26163], [-0.71219, 7.70983, 0.60834], [1.54183, 6.96729, 0.74006], [1.84485, 7.69457, -0.84581], [2.31536, 4.81337, -0.40355], [0.93093, 3.90017, -0.64192], [1.04641, 4.62101, 0.91835], [-0.32006, 10.12076, 0.08974], [1.19838, 9.57268, -0.11613], [-3.34926, -5.59147, 2.69196], [-3.72586, -5.69002, 1.81751], [-2.77288, -4.83058, 2.62067], [1.55158, -1.16735, 2.94450], [0.82977, -1.52294, 2.42607], [1.12622, -0.75013, 3.69365], [-0.31240, -6.10592, 0.30492], [-0.47732, -5.22539, 0.64212], [0.15191, -6.55126, 1.01365]]}

=====

2.
{"formula": "C21H66N12O15", "method": "ωB97M-V/def2-TZVPD", "e_above_lowest_kcal_mol": 7.5, "total_charge": 0, "spin_multiplicity": 1, "gap_ha": 0.3418, "smiles": "COC[C@H](C)N.COC[C@H](C)N.NC(N)=O.NC(N)=O.NC(N)=O.NC(N)=O.NC(N)=O.OCCO.OCCO.OCCO.OCCO", "elements": ["C", "O", "C", "C", "C", "N", "H", "H", "H", "H", "H", "H", "H", "H", "H", "H", "H", "C", "O", "C", "C", "C", "N", "H", "H", "H", "H", "H", "H", "H", "H", "H", "H", "H", "N", "C", "N", "O", "H", "H", "H", "H", "N", "C", "N", "O", "H", "H", "H", "H", "N", "C", "N", "O", "H", "H", "H", "H", "N", "C", "N", "O", "H", "H", "H", "H", "N", "C", "N", "O", "H", "H", "H", "H", "O", "C", "C", "O", "H", "H", "H", "H", "H", "H", "O", "C", "C", "O", "H", "H", "H", "H", "H", "H", "O", "C", "C", "O", "H", "H", "H", "H", "H", "H", "O", "C", "C", "O", "H", "H", "H", "H", "H", "H"], "positions_angstrom": [[5.92456, -0.71859, 0.83609], [4.97916, -1.63628, 0.28334], [3.98182, -2.08859, 1.21344], [2.95306, -1.12608, 1.76177], [1.82067, -1.91102, 2.40098], [2.37658, -0.42153, 0.56927], [6.86995, -0.68569, 0.22126], [6.14604, -0.89733, 1.88624], [5.59083, 0.33956, 0.77778], [3.30046, -2.76958, 0.64421], [4.44970, -2.70073, 1.95104], [3.30884, -0.45838, 2.53555], [0.99830, -1.22001, 2.60011], [2.03139, -2.41272, 3.34423], [1.43642, -2.64930, 1.66951], [1.50113, -0.03360, 0.82696], [2.92597, 0.40013, 0.35088], [-4.29730, 4.38844, -0.65376], [-3.79272, 4.32916, -2.01056], [-2.75519, 3.29803, -2.33336], [-1.28355, 3.83310, -2.62706], [-1.31435, 4.87440, -3.83289], [-0.36596, 2.73942, -2.84408], [-3.55957, 4.33445, 0.12834], [-4.97010, 3.50077, -0.51313], [-4.83694, 5.30728, -0.52947], [-2.74298, 2.47069, -1.60535], [-3.12925, 2.79742, -3.19794], [-0.95075, 4.49997, -1.79817], [-1.59943, 4.41151, -4.78928], [-0.34059, 5.32240, -3.99978], [-2.06116, 5.60155, -3.49522], [-0.48380, 2.27164, -3.73746], [0.57639, 3.03890, -2.80388], [-0.20499, -4.68928, -0.98288], [-1.19680, -4.78249, -0.00106], [-1.32162, -3.64065, 0.72312], [-1.86211, -5.75587, 0.22093], [-0.02858, -5.60976, -1.30089], [0.54707, -3.97156, -0.94769], [-2.09772, -3.72667, 1.42374], [-0.96849, -2.77181, 0.41177], [-1.40554, -2.15902, 4.28331], [-0.84815, -1.24476, 5.21370], [-1.81386, -0.45858, 5.68887], [0.29223, -1.26188, 5.62560], [-0.74080, -2.67687, 3.79695], [-2.22362, -1.94807, 3.75032], [-1.58838, -0.02493, 6.53948], [-2.79280, -0.68228, 5.52829], [4.45752, 2.51645, 0.46841], [3.45246, 2.84620, 1.33943], [3.75410, 3.02160, 2.66326], [2.29234, 3.04616, 0.95879], [4.19273, 2.33225, -0.45579], [5.40225, 2.61505, 0.81561], [3.04002, 3.09693, 3.34207], [4.70959, 2.89541, 3.04191], [-0.43497, -1.55198, -5.52153], [-0.19764, -0.21132, -5.48304], [0.24623, 0.27000, -6.73901], [-0.48581, 0.50732, -4.50667], [0.02640, -2.14524, -6.23305], [-0.88155, -2.00328, -4.71684], [0.34937, -0.29654, -7.56684], [0.67880, 1.20395, -6.72796], [-0.39166, -0.25668, -1.46334], [-0.71022, 0.19057, -0.18414], [-0.66920, 1.51562, -0.01494], [-1.01027, -0.63084, 0.72431], [-0.60471, -1.25465, -1.59133], [-0.15998, 0.31980, -2.24053], [-0.36379, 2.05320, -0.87592], [-0.51016, 1.85925, 0.91339], [0.15478, 2.89113, 2.44542], [0.46540, 1.67653, 3.18347], [0.90047, 1.92851, 4.59211], [1.98258, 2.86139, 4.66559], [0.94580, 3.17824, 1.93988], [-0.34511, 0.98515, 3.18852], [1.31184, 1.14975, 2.68102], [1.25300, 0.95795, 5.02412], [0.05188, 2.35847, 5.17329], [1.75775, 3.70895, 5.04249], [-1.42137, -2.76369, -3.08848], [-2.88532, -2.79492, -2.98234], [-3.32263, -1.42824, -2.44649], [-3.08131, -0.41253, -3.43724], [-0.99765, -3.60806, -2.89146], [-3.21617, -2.84701, -4.04110], [-3.30345, -3.64521, -2.43307], [-2.72033, -1.20825, -1.51263], [-4.33487, -1.53206, -2.09102], [-2.15443, -0.30638, -3.60828], [-3.24284, -0.88894, 2.20891], [-3.46181, 0.38283, 2.79752], [-4.71424, 0.31121, 3.70933], [-4.94122, -0.95171, 4.41235], [-2.55335, -0.85677, 1.52078], [-2.61010, 0.58843, 3.46926], [-3.48506, 1.18027, 2.04733], [-5.63486, 0.50714, 3.11828], [-4.56881, 1.08073, 4.49406], [-4.72447, -1.65635, 3.80555], [1.74982, -2.65985, -1.24838], [2.04090, -2.54805, -2.67214], [3.54391, -2.54927, -2.90625], [4.08701, -1.39262, -2.36128], [1.86457, -1.82422, -0.76574], [1.48086, -3.42815, -3.06628], [1.67239, -1.63436, -3.19848], [3.65105, -2.52965, -3.99987], [3.91443, -3.50925, -2.51403], [4.27562, -1.33525, -1.40417]]}

=====

3.
{"formula": "C21H68N22O25Zn2", "method": "ωB97M-V/def2-TZVPD", "e_above_lowest_kcal_mol": 8.7, "total_charge": 0, "spin_multiplicity": 1, "gap_ha": 0.2648, "elements": ["Zn", "Zn", "C", "O", "O", "O", "C", "O", "O", "O", "C", "O", "N", "N", "H", "H", "H", "H", "C", "O", "N", "N", "H", "H", "H", "H", "C", "O", "N", "N", "H", "H", "H", "H", "C", "O", "N", "N", "H", "H", "H", "H", "C", "O", "N", "N", "H", "H", "H", "H", "C", "O", "N", "N", "H", "H", "H", "H", "C", "O", "N", "N", "H", "H", "H", "H", "C", "O", "N", "N", "H", "H", "H", "H", "C", "O", "N", "N", "H", "H", "H", "H", "C", "O", "N", "N", "H", "H", "H", "H", "C", "O", "N", "N", "H", "H", "H", "H", "C", "C", "O", "O", "H", "H", "H", "H", "H", "H", "C", "C", "O", "O", "H", "H", "H", "H", "H", "H", "C", "C", "O", "O", "H", "H", "H", "H", "H", "H", "C", "C", "O", "O", "H", "H", "H", "H", "H", "H"], "positions_angstrom": [[0.08466, -1.19898, 1.69796], [-1.32539, 1.03142, 0.06847], [0.94254, 0.05314, -0.45362], [0.58837, 1.20034, -0.65125], [1.55155, -0.24143, 0.60517], [-0.05474, -0.61971, -0.38594], [-2.02711, -0.02866, 2.42779], [-1.50659, -1.13902, 2.76787], [-2.53951, -0.02799, 1.30652], [-0.98378, 0.59223, 2.02961], [4.29791, -5.65883, 0.70502], [3.78544, -4.58256, 0.38147], [3.86145, -6.76313, 0.28485], [4.96721, -5.87560, 1.79388], [4.19560, -7.63227, 0.67605], [2.99075, -6.80599, -0.22518], [5.12499, -6.79288, 2.18605], [5.08988, -5.18063, 2.51643], [0.78670, 3.06928, 4.53545], [1.38541, 4.02191, 5.02294], [1.35017, 2.11001, 3.78741], [-0.45966, 2.76556, 4.91290], [0.77550, 1.45683, 3.27437], [2.32335, 2.19629, 3.53134], [-1.07180, 3.38090, 5.42937], [-0.67980, 1.78597, 4.80314], [-1.59597, 5.79185, -4.51847], [-1.72638, 7.00098, -4.79828], [-1.77526, 5.41693, -3.32451], [-1.22244, 4.88016, -5.31773], [-1.64141, 4.48866, -2.94967], [-2.18805, 6.17999, -2.80737], [-0.90213, 3.96773, -5.02623], [-0.98350, 5.13565, -6.26522], [3.52124, 2.72467, 1.50358], [4.31812, 3.59342, 1.87605], [2.70733, 2.89237, 0.52906], [3.45659, 1.48170, 1.74681], [2.21355, 2.04925, 0.27326], [2.53419, 3.83558, 0.21208], [2.72221, 0.80659, 1.58863], [4.18782, 1.19073, 2.37984], [1.96452, 4.35977, -3.98743], [1.58292, 3.48668, -4.72608], [1.69806, 5.63496, -4.20001], [2.68188, 4.11668, -2.93198], [1.81985, 6.35593, -3.50325], [1.04007, 5.88316, -4.92495], [2.83942, 3.14074, -2.72502], [3.14954, 4.85935, -2.43214], [0.00002, -4.17104, 0.68243], [0.14482, -3.16945, 1.33139], [0.94172, -4.68732, 0.02961], [-1.18920, -4.77814, 0.64585], [1.79132, -4.14793, 0.11525], [0.82157, -5.56835, -0.44940], [-1.25855, -5.42814, -0.12408], [-2.03235, -4.31943, 0.96015], [-5.00940, 4.83727, -0.54856], [-5.39853, 3.73543, -0.43028], [-5.67447, 5.90487, -0.59093], [-3.76480, 5.03477, -0.68145], [-5.10983, 6.71683, -0.38598], [-6.66380, 5.70399, -0.55971], [-3.40107, 4.15759, -0.33741], [-3.37205, 5.93180, -0.43409], [-4.28148, -4.29253, -3.50448], [-4.61356, -5.10540, -4.22858], [-4.99254, -3.19026, -3.55309], [-3.40980, -4.42321, -2.54694], [-4.69696, -2.52180, -2.85603], [-5.80571, -3.31400, -4.13921], [-2.95515, -5.32340, -2.49161], [-2.80030, -3.62711, -2.42519], [5.02574, -1.53626, -1.11295], [5.65111, -2.25091, -1.87118], [5.46242, -0.35858, -0.64265], [3.84224, -1.83080, -0.78555], [6.42767, -0.09513, -0.78043], [4.86014, 0.14041, -0.00361], [3.30354, -1.19040, -0.22004], [3.57482, -2.80166, -0.86318], [-1.14449, 4.08040, 0.79989], [-1.54861, 3.01196, 0.38713], [-0.47731, 4.85124, 0.01045], [-1.32676, 4.50554, 1.99488], [-0.18876, 4.52958, -0.90245], [-0.65295, 5.83436, 0.16118], [-2.03041, 3.99169, 2.50571], [-0.99585, 5.42658, 2.24444], [1.06228, -2.20721, 4.34309], [1.18299, -1.47007, 3.36474], [0.01008, -2.90613, 4.62233], [1.96290, -2.41799, 5.24121], [-0.81115, -2.78459, 4.04708], [0.22979, -3.54116, 5.37636], [1.77537, -3.05717, 6.00040], [2.89535, -2.08646, 5.03940], [-1.75518, -1.77422, -4.44427], [-0.95535, -1.83499, -3.17560], [-1.74199, -2.20092, -2.08012], [-1.10323, -1.11113, -5.56179], [-2.65869, -1.17623, -4.32516], [-2.08594, -2.77225, -4.73172], [-0.35713, -0.97274, -2.88108], [-0.24517, -2.64516, -3.34101], [-1.17555, -1.96911, -1.34052], [-1.20530, -1.79176, -6.23105], [-2.72352, 1.88950, -2.34133], [-1.36437, 2.16206, -3.03133], [-0.45865, 2.90166, -2.37962], [-2.68199, 0.89767, -1.36336], [-3.45721, 1.46041, -3.02374], [-3.16997, 2.85110, -2.08813], [-1.64667, 2.78729, -3.87838], [-1.12278, 1.15670, -3.37629], [0.12688, 2.33218, -1.87518], [-3.52292, 0.46182, -1.20689], [4.54889, -2.19807, 2.84530], [6.06451, -2.25799, 3.16926], [6.25089, -2.29423, 4.54832], [3.79895, -3.43174, 2.93114], [4.53503, -1.80927, 1.82709], [4.09599, -1.35500, 3.36705], [6.57616, -1.38858, 2.75643], [6.51277, -3.15424, 2.74044], [5.87672, -3.13625, 4.81776], [3.22449, -3.47136, 2.16300], [-5.34155, -2.62220, 1.45106], [-4.86570, -3.09144, 2.78303], [-3.49220, -3.40744, 2.70596], [-4.84234, -1.35189, 1.04858], [-6.39801, -2.54375, 1.19443], [-4.98887, -3.27862, 0.65556], [-5.39486, -3.95100, 3.19444], [-5.02676, -2.35959, 3.57459], [-3.12822, -2.54364, 2.91327], [-3.91606, -1.18718, 0.85758]]}